Entry 1:
105
Properties=species:S:1:pos:R:3:forces:R:3 method="wB97M-V/def2-TZVPD" homo_energy_ev=-5.495 total_charge=-1 energy_ev=-79405.0244 molar_mass_g_mol=810.8 lumo_energy_ev=-0.889
C 46.9660 32.7090 4.2500 -1.41 0.63 0.18
C 45.9540 32.6350 5.4590 1.23 0.35 0.22
O 44.7620 32.5630 5.4250 0.79 -0.13 0.03
N 46.6590 32.5350 6.8440 -2.55 -3.09 -1.21
H 47.4030 31.8000 6.7480 -0.08 0.08 -0.04
H 47.1150 33.3220 7.1270 2.89 3.88 0.10
C 45.7950 32.3290 8.0810 -2.18 -2.35 -4.55
H 47.4310 31.6550 4.2270 0.01 2.05 0.06
H 47.6390 33.6830 4.2470 -0.88 -2.53 0.47
H 46.2650 32.8200 3.3590 1.02 -0.39 1.05
H 44.9230 32.9870 7.9140 0.37 -0.43 0.51
H 46.4020 32.5710 8.8590 1.40 0.52 2.40
H 45.5060 31.2260 8.0100 0.05 1.72 0.68
N 49.6170 33.9070 7.3550 1.57 -3.29 3.66
O 48.5610 34.1470 7.9710 -1.58 1.72 0.40
O 49.5100 33.2960 6.2960 0.90 0.75 -1.61
O 50.6960 33.9220 8.0730 -1.30 0.95 -2.49
N 49.0530 29.6450 5.9060 5.49 4.26 1.73
O 50.2620 29.4150 6.1960 -1.64 -1.69 0.27
O 48.7120 29.5380 4.7550 -2.25 -1.71 -1.68
O 48.4670 30.4580 6.6570 -2.08 -0.80 1.32
C 45.2720 28.9340 5.0500 -0.60 -0.03 0.02
C 45.2660 29.0530 3.4900 -2.35 -1.80 3.79
C 44.0040 29.7510 3.0360 4.08 4.09 -1.17
O 46.3960 29.7230 3.0860 -3.14 4.86 18.34
H 44.3380 28.3510 5.4650 2.24 0.21 -0.89
H 45.0360 29.9470 5.5180 1.04 -0.98 -0.65
H 46.3560 28.5520 5.2070 -2.13 0.44 0.93
H 45.3050 28.0220 3.0740 0.00 0.42 0.09
H 43.8750 29.7180 1.9370 -0.01 0.46 0.65
H 44.0330 30.8370 3.5650 0.24 -2.00 -1.76
H 43.2070 29.4540 3.5210 -4.06 -2.59 2.10
H 47.2750 29.6220 3.4780 -0.08 -0.62 1.49
C 50.3300 33.9400 0.4210 -1.76 4.79 3.38
C 49.3130 34.7520 1.3540 1.84 -0.05 -2.15
C 47.9450 34.2220 1.1230 -0.89 -1.21 1.33
O 49.6730 34.5720 2.6990 -6.72 -2.82 -1.47
H 50.2970 33.0540 0.8040 0.10 -5.61 2.63
H 51.2420 34.3540 0.6700 2.29 0.85 -0.69
H 49.9660 33.7930 -0.4920 -0.82 0.41 -4.29
H 49.3970 35.8200 0.9980 -0.29 -0.64 0.71
H 47.6560 34.3150 0.0810 0.02 -0.30 -0.12
H 47.2270 34.7860 1.7010 -0.34 0.46 0.18
H 47.8230 33.1630 1.5480 0.47 1.31 -1.08
H 50.4260 34.9280 2.9300 6.17 2.94 1.61
C 48.8450 29.4310 2.1250 -0.75 -1.12 -3.04
C 47.9070 30.3710 1.4350 -0.28 -0.66 -1.29
C 48.4820 30.7160 0.0030 -6.72 -0.44 0.32
O 46.7060 29.6420 1.3300 2.28 0.73 -14.86
H 49.8220 29.7270 2.0700 2.72 0.85 0.08
H 48.7560 28.4350 1.6480 0.05 0.49 -0.05
H 48.6140 29.3100 3.0990 0.13 -0.63 2.11
H 47.7090 31.2780 2.1030 0.58 -0.58 -1.10
H 47.7130 31.4080 -0.4940 1.19 -0.46 0.62
H 48.4200 29.8700 -0.6640 -0.02 -0.80 0.25
H 49.3950 31.0790 -0.0800 4.26 2.00 0.18
H 46.3940 29.3480 2.2540 1.19 -2.73 -7.47
C 40.6670 27.6790 5.7870 5.13 4.44 3.99
C 41.6220 27.8340 6.9120 -4.14 1.32 -4.38
C 42.2470 29.2540 7.1150 1.37 -4.46 2.23
O 43.0490 29.5060 8.0170 -1.13 -0.49 -0.61
C 41.9930 30.1920 6.1300 -2.56 2.87 -4.60
C 41.0640 30.0260 5.0520 4.57 2.96 4.13
C 40.4460 28.8150 4.7660 -0.47 -3.90 0.60
O 39.8580 28.5830 3.7270 -0.19 0.22 0.16
H 40.0170 26.9140 5.7030 -1.65 -2.88 -0.31
H 41.6340 27.0460 7.6370 0.51 -0.11 0.41
H 42.6460 31.0950 6.3050 -1.10 -0.64 -0.75
H 40.9890 30.8230 4.3660 -0.22 0.76 -0.79
C 44.9110 34.6280 -0.5900 -1.88 5.42 5.73
C 44.6550 35.1560 0.8550 1.18 -4.80 -5.85
C 44.4360 34.0410 1.9930 0.05 0.72 -5.62
O 43.9540 34.3770 3.0030 -1.68 -0.77 2.85
C 44.5470 32.6410 1.4790 2.43 -1.40 -2.82
C 44.9600 32.3070 0.1790 -2.75 -0.26 2.88
C 44.9400 33.2170 -0.9290 2.54 1.04 -2.56
O 45.2140 32.8950 -2.1070 -1.06 0.10 2.08
H 44.9900 35.4850 -1.3460 -0.07 -1.81 0.85
H 44.5790 36.2270 0.9970 -0.25 -0.81 -0.10
H 44.5200 31.7260 2.0740 -0.25 1.06 0.44
H 44.9490 31.2680 -0.1210 0.53 -0.24 0.34
C 45.0300 28.8230 11.3020 -3.23 -6.50 -2.29
C 44.3530 27.4750 11.0590 4.94 4.83 -1.72
C 44.9030 26.7690 9.8210 -2.42 -3.82 -0.12
O 44.5100 25.5710 9.4640 1.40 4.82 1.76
C 45.8660 27.4260 8.9670 2.74 6.82 1.71
C 46.4050 28.8220 9.1350 -3.58 -4.76 -0.77
C 45.8730 29.5330 10.2950 1.12 3.18 0.67
O 46.2010 30.7520 10.4660 -1.28 -3.67 0.09
H 44.7460 29.2920 12.1740 -0.31 1.34 1.68
H 43.7010 26.8810 11.6640 -0.31 0.31 0.60
H 46.4060 26.8390 8.3290 0.65 -1.55 -2.15
H 46.8870 29.4560 8.3580 0.37 -1.10 0.63
C 47.2640 37.3310 5.0410 0.76 3.25 -2.49
C 47.6060 38.2860 4.0600 -4.65 -4.18 0.56
C 46.7950 38.2890 2.7400 1.01 -2.62 1.31
O 47.0960 38.9170 1.7730 0.74 2.09 -1.13
C 45.7470 37.2560 2.5090 5.99 -4.86 16.84
C 45.3440 36.3350 3.7140 6.63 8.90 -5.78
C 46.0900 36.3760 4.9340 1.83 -2.32 2.01
O 45.8900 35.4870 5.7990 0.29 2.32 -1.44
H 47.9170 37.4590 5.8900 -0.39 -0.97 0.64
H 48.3310 38.9990 4.2010 1.76 1.38 0.21
H 45.1980 37.4450 1.8370 -7.29 2.14 -9.27
H 44.4960 35.9320 3.5720 -5.41 -3.06 -0.11


Entry 2:
7
Properties=species:S:1:pos:R:3:forces:R:3 method="wB97M-V/def2-TZVPD" homo_energy_ev=-9.325 energy_ev=-158427.0456 molar_mass_g_mol=253.9 lumo_energy_ev=-0.910
C 1.0229 0.5200 -0.7399 -2.23 -1.59 2.93
C -0.1850 -0.8455 -0.0334 2.85 2.54 -1.11
F -1.0586 -0.2395 0.7351 -0.63 0.35 -0.14
F -0.7170 -1.3455 -1.1271 -0.90 -0.30 -0.05
S 1.4298 1.7921 0.1344 -0.16 -0.78 -0.60
Br 1.3673 0.0182 -2.4442 0.61 0.03 -1.13
Br 0.6634 -2.2011 0.9826 0.46 -0.26 0.10


Entry 3:
23
Properties=species:S:1:pos:R:3:forces:R:3 method="wB97M-V/def2-TZVPD" homo_energy_ev=-8.696 smiles=CC(C)[C@H](C)NCO energy_ev=-10001.1540 molar_mass_g_mol=117.2 lumo_energy_ev=0.950
C -1.1765 2.2887 -0.0407 1.82 1.09 0.74
C -0.9969 0.8554 0.4330 -2.96 -2.17 -0.98
C -0.5323 0.7248 1.8558 1.49 -1.42 0.07
C -0.2873 -0.2626 -0.5099 1.74 3.68 -1.49
C -0.8583 -1.6675 -0.4581 -0.86 1.30 2.41
N 1.1846 -0.1544 -0.2626 -1.25 -2.03 -0.02
C 2.0001 -0.8870 -1.1509 -0.63 -1.58 0.33
O 2.2911 -2.2762 -0.7820 0.03 -0.29 0.60
H -2.0185 2.5126 -0.6789 -0.71 -0.27 0.36
H -1.1293 2.9239 0.9083 -0.46 -0.44 -1.52
H -0.3657 2.6275 -0.6862 0.57 0.04 0.22
H -2.1386 0.5355 0.4828 2.18 0.02 -0.01
H -0.4626 -0.3481 2.0695 -0.39 0.10 0.31
H -1.1701 1.2081 2.5294 -1.34 0.52 0.98
H 0.4548 1.0634 2.1838 0.27 0.40 -0.82
H -0.2376 0.1940 -1.5854 -1.41 -1.03 1.36
H -0.3598 -2.3163 0.2810 -0.31 0.46 -0.12
H -1.9216 -1.4913 -0.2150 0.30 -0.52 0.29
H -0.9012 -2.1885 -1.3473 0.46 -0.86 -2.16
H 1.5087 0.6482 0.2188 0.40 0.49 0.04
H 1.4610 -1.1849 -2.1038 0.71 1.31 0.62
H 2.9421 -0.3918 -1.2290 0.64 0.49 -0.68
H 2.7141 -2.4136 0.0875 -0.31 0.72 -0.53